Entry from the OMol25 dataset: 9 unconnected molecules or ions with the total composition C62H135F6N6O9 (the ωB97M-V functional and the def2-TZVPD basis).

The calculation puts the total energy at -110113.7469 eV. The calculation puts the largest force on an atom at 0.1256 Eh/bohr. The HOMO energy (spin up / spin down) comes out at -0.4667 / -0.4667 Ha. Its HOMO-LUMO gap (spin up / spin down) is 5.4 / 2.9 eV. Its net charge is +4. As for the spin multiplicity: 2. As for the expectation value of S²: 0.754. The value obtained for the LUMO energy (spin up / spin down) is -7.3 / -9.8 eV.

Element x y z (Å)
F 2.40 3.87 7.57
F 2.35 5.38 6.04
F -3.16 5.93 -6.22
F -3.26 3.89 -6.55
F 0.63 4.86 7.05
F -2.13 5.06 -7.78
O 3.65 0.75 -6.35
O -0.32 3.88 -5.64
O -1.91 4.55 -4.19
O 2.18 3.73 4.14
O 1.70 1.94 5.59
O -5.84 4.17 -3.86
O -1.45 -0.15 -1.12
O 0.53 -0.67 -0.42
O -0.21 -1.69 -5.22
N -6.06 1.84 -1.89
N -1.86 -1.52 -3.52
N 6.80 -5.75 -1.06
N 3.08 2.51 -3.80
N -2.52 1.28 6.98
N -0.10 -2.94 2.39
C -3.68 1.80 -0.86
C -7.38 2.61 -1.83
C -0.12 -3.73 3.68
C 5.23 -4.21 -2.54
C 4.44 -2.94 -2.61
C 3.47 -0.09 -7.52
C -0.27 -5.03 0.73
C 4.67 -8.82 -0.39
C 3.09 -3.05 -1.94
C 1.74 -6.38 -0.14
C -6.23 0.31 -1.54
C -4.06 1.33 7.22
C -1.65 4.41 -1.81
C -1.28 5.19 -3.03
C 2.17 4.02 1.77
C -5.34 5.49 -4.06
C -4.83 3.22 -3.76
C 2.91 0.33 -5.16
C -6.28 0.08 6.78
C 2.84 0.98 -1.74
C 4.15 3.27 -4.69
C 5.95 -7.04 -1.18
C 5.89 -4.47 -1.18
C 7.99 -5.69 -2.05
C -2.23 -1.43 3.01
C -1.72 2.22 7.94
C 2.19 3.63 -3.29
C -0.32 1.37 0.38
C -8.52 2.18 -2.86
C -1.58 -3.01 -3.21
C 1.40 3.98 2.97
C -2.64 3.03 4.99
C -0.56 1.38 8.53
C -2.64 3.11 3.45
C 0.53 -1.50 4.31
C -5.42 1.81 -3.30
C -3.73 -1.14 2.84
C 1.44 3.30 5.34
C 5.16 -7.45 0.06
C 2.19 1.53 -4.65
C 9.02 -4.84 -1.47
C 0.35 -5.77 -0.42
C 7.58 -5.67 0.29
C -0.49 0.07 7.66
C -3.02 4.43 2.94
C -2.47 4.95 -6.51
C -1.33 4.85 -5.45
C -1.05 -0.99 -4.69
C 3.77 1.85 -2.59
C -1.56 -2.40 2.05
C 3.57 4.20 -5.81
C 0.53 -3.77 1.20
C -1.93 -0.14 7.30
C -4.84 0.39 6.26
C -2.19 1.65 5.49
C 1.73 4.32 6.52
C 0.75 -1.79 2.86
C 8.78 -4.72 0.02
C -0.47 0.10 -0.46
C -1.31 0.44 -5.19
C 0.18 -2.81 4.91
C -5.06 2.46 -0.86
H -2.70 4.63 -1.60
H 9.63 -5.10 0.59
H -1.04 4.68 -0.95
H -3.90 0.84 -0.40
H -6.22 0.03 7.87
H 0.38 3.46 5.14
H -0.41 2.27 -0.22
H 1.68 4.14 -4.11
H 1.71 2.12 -5.43
H -1.65 -0.51 2.92
H -0.46 -5.62 1.63
H 3.32 -3.41 -0.94
H 1.38 4.03 1.01
H 4.28 2.68 -2.11
H -3.88 4.72 3.53
H -6.19 6.15 -3.92
H -4.03 3.38 -3.04
H -3.32 4.38 1.89
H 0.39 1.91 8.56
H -6.77 0.35 -0.60
H -8.81 1.13 -2.86
H -2.39 2.61 8.71
H 4.32 -2.66 -3.65
H -0.25 -6.57 -0.85
H 3.41 5.21 -5.45
H -4.31 -0.55 6.10
H -1.96 -0.76 6.40
H 0.07 -0.66 8.25
H 8.31 -6.73 -2.10
H 2.81 3.17 1.55
H -4.24 2.97 -4.64
H 2.63 4.35 -2.60
H -6.58 -0.87 6.34
H -1.69 6.20 -2.91
H -0.20 5.27 -3.03
H 6.96 -5.42 1.15
H 9.23 -3.87 -1.93
H 2.59 -2.08 -1.87
H -2.20 -3.28 2.11
H 1.39 3.14 -2.72
H -4.91 5.65 -5.05
H 2.42 0.13 -2.28
H 2.25 -6.73 -1.04
H 6.46 -3.64 -0.75
H -2.83 -1.31 -3.73
H -1.78 -0.97 -2.68
H -0.37 0.75 -5.64
H -1.04 -4.30 3.75
H -2.63 0.83 4.92
H -0.79 -3.15 -2.48
H 5.76 -7.47 0.98
H -9.38 2.76 -2.51
H 4.11 0.26 -8.33
H 2.62 3.77 -6.11
H 2.00 1.51 -1.28
H -0.83 5.82 -5.40
H -3.12 1.70 -1.79
H -1.47 3.36 -2.01
H 6.02 -4.07 -3.27
H 0.83 -3.14 0.36
H -8.27 2.53 -3.86
H 0.65 1.43 0.87
H -4.19 1.04 8.26
H 7.80 -5.44 -3.10
H 2.23 -0.50 -5.35
H 3.38 0.52 -0.91
H -4.53 2.31 7.20
H 8.12 -6.59 0.53
H 4.76 2.49 -5.13
H -7.79 2.37 -0.85
H -4.14 -2.15 2.88
H -5.00 3.55 -0.94
H 0.71 4.81 3.13
H -6.22 1.54 -3.99
H -1.33 3.08 7.41
H -3.83 -0.53 1.94
H -3.16 2.33 -0.06
H -1.17 -4.54 0.35
H 0.79 -0.97 2.14
H 2.46 -3.81 -2.40
H 1.42 1.16 -3.98
H 2.47 -0.14 -7.95
H 5.29 -7.00 -2.05
H 4.97 -2.06 -2.26
H -2.11 3.84 5.48
H 0.83 3.07 2.78
H 2.43 -5.62 0.22
H -1.94 0.55 -6.07
H 3.99 -8.90 -1.24
H 0.60 -5.08 -1.23
H 0.92 -3.25 5.59
H -1.53 1.14 -4.39
H 4.24 4.19 -6.67
H 4.87 3.84 -4.09
H 1.73 -7.24 0.54
H -2.27 -1.80 4.04
H -0.66 -2.68 5.60
H 0.04 0.32 6.74
H -1.31 -3.51 -4.14
H 4.58 1.18 -2.87
H 0.60 -4.54 3.57
H -3.67 3.14 5.31
H -2.54 -0.60 8.07
H 4.45 -6.67 0.33
H -0.85 1.24 9.58
H -4.59 5.70 -3.31
H -1.63 2.90 3.10
H -0.15 -0.67 4.49
H -4.26 -0.65 3.66
H 5.54 -9.44 -0.54
H -1.11 1.53 5.40
H 4.11 -9.17 0.48
H 1.78 -2.13 2.72
H -6.83 -0.09 -2.35
H 1.51 -1.21 4.68
H 6.67 -7.83 -1.41
H -2.31 5.25 3.12
H -5.00 0.93 5.33
H 9.96 -5.38 -1.57
H 3.84 -1.10 -7.36
H 1.51 -4.08 1.54
H -3.31 2.33 3.06
H 8.61 -3.68 0.30
H -1.58 -2.13 0.99
H 5.10 -4.66 -0.45
H -7.20 3.68 -1.85
H -6.96 0.90 6.55
H -4.71 0.98 -3.28
H 3.58 0.00 -4.37
H -5.27 -0.21 -1.52
H -1.05 1.32 1.19
H 2.74 4.95 1.70
H -5.51 2.38 0.13
H -2.53 -3.33 -2.77
H 4.62 -5.01 -2.97

Here are the Löwdin charges for atoms 1 to 6, given in e: 0.186, 0.189, 0.223, 0.133, 0.150, 0.182